Entry 1:
{"formula": "C3H4N2", "method": "ωB97M-V/def2-TZVPD", "symbols": ["N", "N", "C", "C", "C", "H", "H", "H", "H"], "positions_angstrom": [[-0.5353, 1.0920, 0.6392], [0.6011, -0.1501, -0.8242], [0.1794, 1.0865, -0.4555], [0.2630, -0.9386, 0.1732], [-0.5718, -0.2350, 1.0214], [-0.4528, -1.8818, 0.1651], [1.1358, -0.4093, -1.6228], [-1.0517, -0.5210, 1.9490], [0.4325, 1.9572, -1.0455]], "forces_ev_per_a": [[-0.1, 0.0, 0.0], [0.3, 1.5, -0.7], [-0.1, 1.1, -0.7], [-4.8, -5.2, 2.8], [1.7, 2.4, 0.1], [2.8, 0.5, -1.0], [0.2, 0.1, -0.3], [0.0, -0.3, -0.4], [0.0, 0.0, 0.1]], "smiles": "c1c[nH]cn1", "fmax_ev_per_a": 7.60, "charge": 0, "homo_energy_ev": -8.957, "de_lowest_kj_mol": 143.3, "gap_ev": 9.90}

---

Entry 2:
{"formula": "C52H116N4O7", "method": "ωB97M-V/def2-TZVPD", "symbols": ["O", "O", "O", "O", "O", "O", "O", "N", "N", "N", "N", "C", "C", "C", "C", "C", "C", "C", "C", "C", "C", "C", "C", "C", "C", "C", "C", "C", "C", "C", "C", "C", "C", "C", "C", "C", "C", "C", "C", "C", "C", "C", "C", "C", "C", "C", "C", "C", "C", "C", "C", "C", "C", "C", "C", "C", "C", "C", "C", "C", "C", "C", "C", "H", "H", "H", "H", "H", "H", "H", "H", "H", "H", "H", "H", "H", "H", "H", "H", "H", "H", "H", "H", "H", "H", "H", "H", "H", "H", "H", "H", "H", "H", "H", "H", "H", "H", "H", "H", "H", "H", "H", "H", "H", "H", "H", "H", "H", "H", "H", "H", "H", "H", "H", "H", "H", "H", "H", "H", "H", "H", "H", "H", "H", "H", "H", "H", "H", "H", "H", "H", "H", "H", "H", "H", "H", "H", "H", "H", "H", "H", "H", "H", "H", "H", "H", "H", "H", "H", "H", "H", "H", "H", "H", "H", "H", "H", "H", "H", "H", "H", "H", "H", "H", "H", "H", "H", "H", "H", "H", "H", "H", "H", "H", "H", "H", "H", "H", "H"], "positions_angstrom": [[0.9927, 1.4760, -5.0349], [0.0038, -4.6072, -4.9541], [-6.5735, 1.5303, -2.2718], [1.7165, 3.7344, 1.9114], [0.5377, -1.6702, -1.3867], [-2.3350, 7.7848, -1.8032], [-5.0390, -4.7383, -1.5442], [6.0747, 3.2682, 5.2419], [5.5507, -3.3466, -4.6745], [-4.1780, 0.6761, 2.6055], [1.2843, -2.1753, 3.7874], [-0.7303, 0.0951, -5.7622], [7.9510, -3.7286, -3.9549], [-3.2966, 8.8269, -1.9049], [1.3309, -3.7264, 1.8166], [5.0563, -4.5107, -3.9513], [-4.1762, 2.1405, 2.7044], [4.6552, 4.8911, 4.2395], [-0.1782, 0.3213, -0.5058], [0.9457, 0.2941, 3.6046], [-1.4562, -4.3872, -3.1975], [0.3502, 0.1740, -6.8352], [-6.0671, -4.2027, 0.4422], [-6.3140, -4.6691, -0.9880], [-2.7214, -1.4042, 2.5424], [-0.0568, 0.6686, -4.4430], [1.3234, 5.0310, 2.4119], [1.8766, -3.4013, 3.2074], [-1.2127, -4.0088, -4.6219], [0.7889, -3.1941, 6.0494], [0.8918, 1.5903, -6.4396], [3.2797, -2.8202, -5.8392], [-4.0740, -4.9694, -0.4406], [-4.4181, 6.7436, -1.4803], [7.7344, 2.1619, 6.8899], [-5.2520, -0.4577, -1.9572], [-0.8786, -5.8091, -3.0693], [1.1011, 0.5381, -1.2363], [-6.5947, 0.4525, 3.1997], [1.0068, 3.4927, 0.6943], [-4.3773, 8.1358, -1.0514], [6.2987, 2.4629, 6.4352], [5.4972, 1.4500, 3.5209], [4.5672, -2.3305, -5.1137], [6.7612, -2.7210, -4.0904], [-0.0514, 5.2385, 1.8282], [-6.4034, 1.4116, -0.8410], [-2.8433, 0.0926, 2.7778], [1.4821, -2.0708, 5.2571], [-3.1735, 2.8779, 1.7823], [0.3527, -5.6245, -3.9999], [1.7117, -0.8227, -1.3942], [-0.7165, -0.9350, -1.0801], [-5.5587, 0.7747, -2.8962], [-5.1177, 0.0723, 3.5258], [-5.6285, 0.0340, -0.6289], [-2.9984, 6.5073, -1.9334], [-4.9214, -4.9766, 0.8574], [6.4699, 2.5733, 3.9899], [4.6425, 3.7397, 5.2368], [1.7912, -0.9117, 3.1451], [4.2399, -4.3147, -2.6734], [0.1839, 4.7652, 0.4398], [3.6404, 5.2881, 4.2680], [-5.3351, 8.6537, -1.1007], [-3.0444, 9.7036, -1.3083], [5.8834, -5.2147, -3.8603], [-6.6789, -5.6961, -1.0036], [1.0994, -5.1346, -3.3750], [0.3849, 2.6166, 0.8784], [3.9348, -5.3218, -2.3892], [-4.2565, -0.8911, -1.8619], [0.9282, 1.0563, -2.1795], [-3.1173, -1.5421, 1.5363], [-0.0978, -0.0010, 3.7151], [-0.2353, -3.3218, 5.6991], [-6.8118, 0.1949, 2.1630], [-7.0785, -4.1487, -1.5648], [-6.8797, 1.5029, 3.2581], [-4.6406, 1.3614, -2.8651], [3.5183, -3.4979, -2.6887], [-0.8109, 4.7062, 2.4008], [8.2626, 1.8318, 5.9954], [-2.2306, 2.5125, 2.1890], [4.9574, -1.5732, -5.7937], [-3.1384, 3.9636, 1.8726], [-2.5464, 0.4021, 3.7799], [-1.1572, -2.9254, -4.7283], [-1.9515, -4.4327, -5.3020], [-5.8402, 0.5294, -3.9203], [2.7936, -0.7325, 3.5338], [-4.7150, 5.9845, -0.7567], [-1.2997, -1.4314, -0.3045], [0.0973, 0.0873, -7.8919], [0.9331, -4.7395, 1.7576], [1.5995, -4.2339, 3.8541], [-4.0661, 2.4870, 3.7320], [0.8362, -2.8590, 7.0856], [4.9637, 1.1483, 4.4223], [7.8626, 1.3501, 7.6059], [7.7889, -4.4380, -3.1433], [1.7911, 1.1382, -0.6433], [-4.4551, -4.5532, 1.7470], [5.3503, 5.7265, 4.3233], [-3.3277, -1.9716, 3.2485], [5.7971, 1.4999, 6.3393], [2.4587, -2.8199, -5.1223], [4.3218, -4.9245, -4.6422], [-1.5223, 0.7325, -6.1554], [4.9313, 1.9375, 2.7270], [-0.7493, 1.2575, -3.8416], [6.0256, 0.6010, 3.0871], [1.8177, -1.0932, 2.0706], [-0.4943, -6.1942, -2.1248], [-6.9054, -4.2901, 1.1334], [1.2938, -4.1600, 6.0617], [-4.1640, 8.1113, 0.0173], [-0.8586, 1.1589, -0.6593], [-5.6948, 2.1850, -0.5447], [0.3384, 2.4495, -6.8186], [-4.9905, -6.0363, 1.1029], [-1.0774, -0.9319, -5.6479], [4.6783, 4.5718, 3.1975], [-7.3391, 1.5620, -0.3026], [-3.5319, -5.9150, -0.4397], [-0.0183, 0.2962, 0.5721], [3.8796, 3.0307, 4.9149], [1.7215, 3.3876, -0.1220], [2.5356, -2.2627, 5.4605], [-1.7176, -1.8132, 2.6576], [1.0842, -0.6219, -6.7093], [2.9851, -2.1340, -6.6332], [0.4360, -0.1491, -3.9170], [-3.4619, -4.0712, -0.5219], [0.6736, 5.5469, -0.1410], [-2.5238, 5.7199, -1.3479], [-0.8120, 4.6482, 0.0125], [4.1772, -1.7286, -4.2929], [-5.9831, -1.1973, -2.2839], [4.9969, -3.9729, -1.9676], [1.2806, 0.8779, 4.4620], [-1.9723, 0.3797, 2.1888], [6.6965, 3.3381, 3.2470], [2.2119, -0.9242, -2.3574], [-1.5957, -6.5597, -3.4015], [8.0659, -4.3902, -4.8134], [8.1977, 3.0406, 7.3385], [5.8946, 3.0342, 7.2709], [6.5128, -2.2896, -3.1207], [-6.2736, -0.6194, -0.0415], [-5.1751, 6.4692, -2.2150], [-0.8893, -3.6873, -2.5836], [2.9599, -3.4986, 3.1371], [-3.0243, 6.2079, -2.9812], [2.1133, -3.6024, 1.0678], [-5.1486, -1.0162, 3.4783], [-3.3320, 2.5629, 0.7509], [-0.3221, 6.2903, 1.9206], [8.8538, -3.1687, -3.7109], [0.8785, -6.4523, -4.4756], [7.4862, 2.1935, 4.0949], [1.9254, 1.7582, -6.7419], [4.3912, 4.1233, 6.2256], [-3.5714, 9.0836, -2.9280], [1.2057, 4.9157, 3.4894], [-5.1465, 2.5974, 2.5099], [-4.7889, 0.0871, 0.0642], [2.0828, 5.7747, 2.1703], [3.4893, -3.7675, -6.3359], [7.2158, -1.9085, -4.6572], [0.9904, 1.0910, 2.8623], [-1.1934, -0.7399, -2.0407], [-5.7378, -3.1657, 0.5072], [-7.2374, -0.1595, 3.8325], [-4.8216, 0.3719, 4.5311], [2.3347, -1.1161, -0.5492], [0.5652, -3.0097, 1.5196], [-2.4930, -4.4746, -2.8729], [1.0434, -1.1052, 5.5086]], "forces_ev_per_a": [[-0.3, 0.9, 1.5], [1.1, -0.6, -0.7], [-0.7, -0.7, 0.7], [0.2, 0.5, 0.1], [-0.9, -1.1, 0.0], [1.3, -0.3, -0.5], [1.7, -0.3, 0.0], [-0.4, -0.7, 0.4], [0.9, 1.5, -0.8], [0.6, 0.1, -1.9], [0.6, 0.2, -0.2], [-0.2, -0.5, 0.1], [-1.0, 0.0, 0.7], [-0.8, -1.5, 2.3], [0.2, 0.6, -0.4], [-1.6, 0.6, -1.6], [-0.6, 1.1, -0.3], [-2.0, 0.3, -0.8], [-0.7, 1.5, 0.6], [-0.1, 0.4, -1.2], [-0.4, -0.9, 1.6], [0.7, 1.2, 0.3], [-2.3, 0.8, 0.1], [-0.8, -0.9, 0.8], [-1.3, -0.2, 0.6], [0.2, -0.4, -3.5], [-0.4, -1.4, 1.1], [-1.0, -0.3, 0.2], [-0.6, -0.4, -0.2], [-0.1, 0.7, 0.1], [1.4, -1.8, -0.2], [0.8, -0.1, 0.3], [-0.8, 1.2, 0.2], [-1.0, -2.5, -0.5], [0.2, 0.2, -1.1], [-1.4, -0.2, -1.7], [1.2, -0.3, -1.3], [1.6, 1.4, 0.3], [0.5, -0.2, -0.1], [0.1, 0.9, -0.3], [-2.0, 2.0, 0.5], [0.2, -0.3, 1.0], [1.1, 1.3, 0.0], [-0.9, 0.0, -0.1], [0.4, -1.3, 0.0], [0.6, 1.7, 1.0], [1.9, -0.6, -0.7], [0.9, -0.2, 1.1], [-0.5, -1.8, -1.3], [0.2, -1.4, 1.1], [0.0, 1.1, 0.7], [-1.9, -0.4, -0.2], [2.2, -0.4, -0.1], [1.5, -0.3, 1.1], [-1.3, 0.8, -0.4], [-1.6, 1.1, 2.5], [0.0, 0.4, -0.8], [2.6, -1.3, 0.2], [0.6, 0.1, 0.4], [2.6, 1.2, -1.1], [-0.4, -0.8, 1.7], [2.3, 0.4, 0.4], [-1.5, -0.3, -0.3], [-0.1, 0.6, 0.1], [-0.2, -0.1, -0.2], [0.8, 0.1, -0.5], [-0.2, 0.0, 0.3], [-0.5, -0.3, 0.5], [0.4, -0.2, 0.3], [0.0, -0.1, -0.5], [-0.7, 0.4, 0.3], [0.1, 0.2, -1.0], [0.2, -0.2, 0.0], [0.1, -0.5, -0.1], [0.0, 0.0, 0.1], [-0.1, 0.0, 0.3], [0.1, -0.3, -0.1], [0.6, 0.7, -0.2], [0.2, 0.0, 0.5], [0.2, 0.4, -0.5], [-0.5, -0.6, -0.4], [0.1, -0.4, -0.2], [0.6, 0.2, 0.1], [0.6, 0.2, -0.8], [1.0, -0.4, 0.1], [-0.5, -0.1, 0.1], [0.4, -0.4, 0.7], [0.0, 0.0, -0.2], [-0.5, 0.3, 0.0], [0.0, 0.0, 0.2], [0.6, 0.0, -0.4], [0.3, 0.4, 0.9], [-0.2, -0.6, -0.6], [-0.8, 0.2, 0.1], [0.0, 0.1, -0.1], [-0.1, 0.2, 0.2], [0.7, -0.2, 0.6], [-0.5, -0.1, 0.2], [-0.5, -0.2, -0.5], [-0.6, 0.0, 0.1], [0.0, 0.1, 0.3], [-0.1, 0.4, -0.1], [0.5, 0.2, -0.2], [0.2, -0.4, 0.6], [-0.1, -0.2, -0.1], [-0.4, -0.3, 0.3], [-0.1, -0.7, -0.2], [0.2, -0.6, -0.3], [-0.4, 0.0, 0.6], [-0.8, -0.6, 0.3], [0.1, 0.0, 0.1], [0.0, 0.0, 0.1], [-0.1, 0.4, 0.0], [-0.3, 0.6, 0.4], [-0.3, -0.1, -0.2], [0.1, 0.1, -0.4], [0.7, 0.6, 0.0], [-0.1, 0.1, 0.0], [-0.1, 0.4, 0.2], [-0.7, -0.1, 0.2], [-1.1, -0.1, 0.1], [-0.3, 0.1, 0.2], [0.4, -0.4, 0.0], [0.0, -0.3, -0.3], [0.1, 0.2, -1.0], [0.0, -0.5, 0.1], [0.1, -0.4, 0.1], [0.0, -0.6, 0.0], [0.5, 1.1, 0.3], [0.2, 0.4, -0.2], [0.4, 0.3, 0.4], [0.2, 0.2, 0.1], [-0.2, 0.1, 0.3], [0.6, -0.4, 0.2], [0.4, -0.3, 0.0], [0.5, 0.4, 0.0], [0.2, -0.6, -0.6], [0.2, 0.2, 0.7], [0.3, -0.5, 0.1], [-0.2, -0.1, 0.8], [0.2, -0.7, 0.5], [-0.7, 1.4, -0.7], [-0.8, 0.1, -0.3], [0.2, -0.2, 0.1], [0.0, 0.1, -0.4], [0.1, 0.5, -0.4], [0.2, 0.1, -0.3], [-0.6, -0.2, -0.1], [0.2, 0.1, 0.4], [-0.3, -0.4, -0.4], [0.2, 0.7, -0.8], [-0.1, -0.1, 0.4], [0.5, 0.8, 0.4], [0.4, -0.1, -0.2], [0.0, -0.2, -0.1], [0.6, 0.1, -0.1], [0.2, 0.1, 0.0], [-0.1, 0.1, -0.3], [0.1, -0.2, -0.2], [-0.6, -0.2, -0.2], [0.0, -0.3, 0.6], [0.0, -0.1, -0.3], [0.1, -0.2, 0.0], [-0.1, -0.1, 0.0], [0.6, 0.2, 0.2], [-0.4, -0.7, -0.5], [0.2, 0.8, -0.2], [-0.2, 0.2, -0.1], [-0.4, -0.2, 0.2], [-0.9, 0.1, -0.6], [-0.1, -0.1, -0.5], [-0.5, -0.3, 0.2], [-0.3, 0.3, -0.5], [-0.2, 0.2, 0.1], [-0.2, -0.1, 0.6], [0.2, 0.0, -0.1], [-0.3, -0.1, 0.1], [-0.1, 0.7, -0.2], [0.6, -0.1, 0.5]], "smiles": "CCN(CC)CC.CCN(CC)CC.CCN(CC)CC.CCN(CC)CC.C1CCOC1.C1CCOC1.C1CCOC1.C1CCOC1.C1CCOC1.C1CCOC1.C1CCOC1", "fmax_ev_per_a": 3.48, "charge": 0, "homo_energy_ev": -7.897, "de_lowest_kj_mol": 466.8, "gap_ev": 8.35}

---

Entry 3:
{"formula": "C2H7N3OP", "method": "ωB97M-V/def2-TZVPD", "symbols": ["P", "O", "N", "N", "N", "C", "C", "H", "H", "H", "H", "H", "H", "H"], "positions_angstrom": [[-1.8470, 0.5336, 0.0701], [-0.9092, -2.9135, 0.2429], [-1.7483, -1.0018, -0.9285], [0.3196, 0.7311, -0.4730], [0.9404, -0.4512, -0.4588], [-1.2176, -2.0378, -0.3821], [1.2461, -0.8583, 0.8705], [0.5551, 1.1307, -1.3162], [1.1590, -1.8997, 0.9522], [2.2632, -0.4815, 1.1619], [-1.7418, -1.0425, -1.9793], [0.5167, -0.3985, 1.4647], [0.6088, 1.3588, 0.3271], [-2.2711, 1.1875, -1.0686]], "forces_ev_per_a": [[-0.3, -0.6, -0.2], [0.4, -1.6, 0.7], [0.2, -0.7, -0.7], [1.5, -0.7, 3.6], [-0.4, -0.5, -1.3], [-0.5, 2.3, -0.9], [1.6, 1.3, -0.6], [-0.2, 1.6, -2.6], [0.4, -1.4, 0.3], [-0.8, -0.5, 0.0], [-0.1, 0.3, 1.2], [-1.1, 0.6, 1.9], [-0.5, -0.5, -1.0], [-0.3, 0.5, -0.5]], "fmax_ev_per_a": 3.98, "charge": 1, "homo_energy_ev": [-12.653, -11.973], "de_lowest_kj_mol": 399.4, "gap_ev": [7.75, 7.06]}